Record 1
170
Properties=species:S:1:pos:R:3:forces:R:3 method="wB97M-V/def2-TZVPD" largest_force_ha_per_bohr=0.04106 homo_ev=-8.723 total_energy_ha=-2889.775934 de_lowest_ev=0.959 smiles=COC[C@H](C)N.COC[C@H](C)N.COC[C@H](C)N.COC[C@H](C)N.COC[C@H](C)N.COC[C@H](C)N.COC[C@H](C)N.COC[C@H](C)N.COC[C@H](C)N.COC[C@H](C)N
C -2.5401 -2.4044 -1.0484 0.70 1.02 0.60
O -2.4958 -3.2186 -2.1939 -0.60 0.47 -0.31
C -2.9664 -2.5255 -3.3706 0.48 -0.77 0.00
C -4.4778 -2.5702 -3.4870 -0.35 1.05 1.15
C -5.0244 -3.9293 -3.8153 -0.50 -0.05 -0.70
N -4.9678 -1.5129 -4.4079 0.08 -0.87 0.11
H -2.2762 -2.9545 -0.1445 -0.12 -0.45 -0.27
H -3.4891 -1.8946 -0.8322 -0.17 -0.32 -0.36
H -1.7843 -1.5971 -1.1061 -0.18 -0.17 -0.24
H -2.5818 -1.4972 -3.3833 -0.15 -0.25 0.09
H -2.5319 -3.0694 -4.2184 0.06 0.19 0.05
H -4.8621 -2.3427 -2.4757 0.15 -0.07 -0.03
H -4.7055 -4.6675 -3.0853 0.16 -0.06 -0.01
H -4.7577 -4.2391 -4.8305 0.19 -0.06 0.11
H -6.1200 -3.8909 -3.7936 0.08 -0.07 0.08
H -4.7594 -0.6059 -4.0035 -0.10 0.00 -0.05
H -5.9815 -1.6176 -4.4195 0.18 0.31 -0.21
C -3.1540 3.2840 3.7746 -0.52 -0.39 -0.39
O -2.3880 2.2675 4.3686 0.08 0.23 0.69
C -1.7337 2.6489 5.5843 0.29 -1.83 -0.24
C -2.5911 3.2938 6.6599 0.75 0.38 0.66
C -2.6150 4.7982 6.5832 -0.61 0.56 -0.52
N -1.9309 2.9616 7.9427 -0.52 -1.08 0.46
H -2.5423 4.1724 3.6151 -0.26 0.10 -0.03
H -4.0817 3.5004 4.3203 0.35 0.29 0.36
H -3.5440 2.8825 2.8348 0.48 0.10 -0.19
H -1.4007 1.6771 5.9870 -0.24 0.12 -0.06
H -0.7574 3.1283 5.4048 -0.50 0.70 -0.13
H -3.6100 2.8970 6.6430 -0.04 -0.09 -0.36
H -3.0903 5.2120 7.4740 0.09 0.09 0.01
H -3.1899 5.1345 5.7202 -0.10 0.09 0.03
H -1.6248 5.2336 6.4590 0.16 -0.17 0.27
H -2.5449 3.2141 8.7221 0.23 0.44 -0.31
H -1.9410 1.9379 8.0346 0.33 0.33 -0.16
C -3.8141 8.6890 4.4279 -0.04 0.16 -0.02
O -3.1803 7.5318 3.9471 -0.19 -0.15 0.55
C -2.4309 7.7824 2.8029 0.40 0.39 -0.56
C -1.6462 6.5511 2.4407 0.55 -0.97 -1.14
C -0.4008 6.3239 3.3426 -0.71 0.30 -1.10
N -1.3112 6.6145 0.9691 0.56 0.65 0.97
H -3.0733 9.4765 4.6215 -0.12 0.00 0.04
H -4.3239 8.4326 5.3522 0.01 -0.02 0.06
H -4.5566 9.0684 3.7120 0.09 -0.01 0.01
H -3.0752 8.0781 1.9620 -0.04 -0.12 0.04
H -1.7215 8.6192 2.9638 -0.15 -0.07 0.09
H -2.3164 5.6824 2.5170 0.12 0.35 0.15
H -0.7092 6.1173 4.3658 0.23 0.14 0.10
H 0.2409 7.2078 3.2429 -0.07 -0.07 0.42
H 0.1668 5.4906 2.9272 -0.03 -0.20 0.21
H -0.5567 5.9475 0.7659 -0.41 0.12 0.16
H -0.8648 7.5294 0.8134 -0.25 -0.34 -0.07
C 2.3656 -2.7586 -4.1836 -0.73 0.66 0.64
O 2.4568 -4.1524 -4.3026 0.12 0.27 -0.28
C 1.4523 -4.8586 -3.6305 -0.01 -0.91 0.50
C 0.0841 -4.6963 -4.2482 -0.62 -0.18 -0.53
C -0.9419 -5.5728 -3.5321 0.53 -0.24 0.44
N 0.0724 -5.0114 -5.6957 -0.03 0.32 0.42
H 3.0769 -2.3175 -4.8729 0.27 0.09 0.21
H 2.4893 -2.4496 -3.1319 0.63 -0.01 -0.18
H 1.3836 -2.3147 -4.4150 0.08 -0.49 -0.44
H 1.7797 -5.9031 -3.7022 -0.23 -0.01 -0.02
H 1.3895 -4.6463 -2.5462 0.24 0.36 -0.18
H -0.2206 -3.6456 -4.1216 -0.02 -0.19 -0.08
H -0.5997 -6.6178 -3.5025 -0.11 0.09 -0.35
H -1.9217 -5.5145 -4.0013 -0.01 -0.01 -0.05
H -1.0455 -5.2999 -2.4803 -0.10 0.26 -0.16
H 0.9853 -4.8382 -6.1062 -0.11 -0.03 0.07
H -0.1754 -5.9809 -5.8477 0.13 -0.02 0.04
C 3.7459 -4.8417 0.0411 -0.15 -0.44 -0.20
O 2.4557 -5.4064 0.2150 0.38 0.00 0.14
C 1.9236 -5.1736 1.4929 0.51 1.44 0.08
C 0.5805 -5.7941 1.5535 -0.26 -1.65 0.20
C -0.4488 -5.1540 0.6822 -1.06 0.82 -0.33
N 0.1146 -5.9173 2.9622 0.50 -0.34 -0.60
H 3.7384 -3.7476 0.1028 -0.10 -0.04 -0.08
H 4.0473 -5.1842 -0.9481 0.21 0.32 0.00
H 4.4684 -5.2242 0.7758 -0.17 -0.01 0.01
H 2.5792 -5.5513 2.2934 0.04 -0.13 -0.16
H 1.8333 -4.0802 1.6400 0.10 -0.15 0.19
H 0.7381 -6.8119 1.1570 -0.01 0.11 -0.07
H -0.1435 -4.9674 -0.3496 0.32 -0.37 0.09
H -0.7720 -4.1657 1.0376 0.16 -0.17 0.33
H -1.3447 -5.7819 0.6519 0.00 0.07 -0.06
H -0.5943 -6.6541 2.9521 0.01 0.30 0.21
H 0.9005 -6.3373 3.4639 -0.29 0.16 0.14
C 4.6946 -0.2232 -2.2149 -0.51 -0.25 0.24
O 5.9812 -0.5939 -1.8039 -0.38 -0.47 0.37
C 6.9432 0.0077 -2.5866 0.69 0.48 -0.65
C 8.2994 -0.2468 -2.0013 2.10 -0.11 0.13
C 8.5293 0.3259 -0.6059 -0.53 -0.11 0.66
N 9.3425 0.3666 -2.8986 -0.86 -0.42 -0.30
H 3.9720 -0.8366 -1.6844 0.02 0.09 0.25
H 4.5093 -0.4381 -3.2758 0.25 0.31 -0.07
H 4.5314 0.8268 -1.9580 -0.27 0.07 -0.31
H 6.9113 -0.3983 -3.6129 -0.01 0.04 0.02
H 6.8010 1.0987 -2.6782 -0.11 -0.08 0.13
H 8.5021 -1.3302 -1.9481 -0.48 0.11 0.03
H 8.3570 1.4041 -0.5661 0.11 -0.01 -0.20
H 9.5340 0.1192 -0.2284 0.12 0.10 -0.37
H 7.8800 -0.1196 0.1603 -0.14 -0.02 -0.42
H 10.2614 0.0366 -2.6244 -0.05 0.07 0.19
H 9.2084 -0.0119 -3.8419 0.04 0.22 0.29
C 2.0391 4.2740 0.7344 0.25 -0.46 -0.28
O 0.7669 4.5664 0.1935 0.20 0.19 0.46
C 0.6711 4.1561 -1.1505 -0.30 -0.04 -0.04
C -0.8008 4.0502 -1.4884 -0.77 -0.26 -0.71
C -1.5952 3.1458 -0.5644 -0.61 1.05 0.69
N -1.0021 3.5579 -2.8904 0.36 0.95 -0.12
H 2.8145 4.6341 0.0480 0.12 0.05 0.25
H 2.1645 3.1885 0.8646 -0.05 0.10 -0.18
H 2.1593 4.7150 1.7200 -0.20 0.33 -0.06
H 1.1409 4.9030 -1.8105 0.16 -0.20 0.05
H 1.1782 3.1908 -1.2510 0.01 0.21 -0.34
H -1.2626 5.0440 -1.4417 0.32 0.07 0.40
H -2.6533 3.2963 -0.8150 0.07 -0.59 -0.27
H -1.5758 3.5495 0.4547 0.39 -0.20 -0.05
H -1.2913 2.1049 -0.5380 -0.03 -0.09 -0.20
H -0.4739 4.1765 -3.5201 0.01 -0.38 0.22
H -1.9649 3.8033 -3.1324 0.11 -0.32 0.11
C -2.8250 -0.8711 2.7598 0.01 0.73 0.15
O -3.1186 -2.0369 3.4843 0.70 -0.56 -0.35
C -2.0219 -2.4415 4.2992 -0.92 0.00 0.81
C -2.4193 -3.7483 4.9799 0.19 -0.63 -0.53
C -1.3921 -4.1991 6.0030 0.28 0.56 0.41
N -2.5595 -4.8378 3.9792 0.66 0.89 -0.57
H -3.6535 -0.6806 2.0801 -0.08 0.01 0.04
H -1.9009 -0.9009 2.1607 -0.04 -0.40 0.11
H -2.7157 -0.0239 3.4530 -0.06 0.04 -0.19
H -1.1062 -2.6138 3.7150 -0.02 0.32 0.01
H -1.9069 -1.6724 5.0857 0.48 -0.04 -0.30
H -3.3730 -3.5816 5.4897 -0.04 -0.03 -0.13
H -0.4655 -4.5671 5.5575 -0.11 0.03 -0.28
H -1.7829 -4.9966 6.6314 -0.09 0.01 0.01
H -1.1071 -3.3479 6.6363 -0.10 -0.22 0.09
H -3.0157 -4.4093 3.1627 -0.21 -0.32 0.39
H -1.5846 -4.9527 3.6299 -0.78 -0.24 0.34
C 2.6562 0.4874 -6.0574 0.78 0.32 -0.50
O 1.3546 -0.0154 -5.9380 0.47 0.00 0.34
C 0.7689 0.5607 -4.8062 -0.70 0.19 0.31
C -0.6092 0.0154 -4.5945 -1.24 0.01 0.41
C -1.5863 0.3546 -5.7093 -0.11 -0.06 0.02
N -1.0899 0.5259 -3.2863 -0.24 0.49 -0.31
H 2.6643 1.5508 -6.3501 -0.16 -0.14 0.01
H 3.1900 -0.0726 -6.8253 -0.13 -0.05 -0.02
H 3.2423 0.4288 -5.1281 -0.26 -0.20 0.02
H 1.3238 0.3848 -3.8767 0.44 -0.04 -0.24
H 0.6659 1.6508 -4.9429 0.19 0.02 0.05
H -0.6326 -1.0771 -4.5148 0.59 -0.01 0.01
H -1.1556 0.1549 -6.6901 -0.07 0.04 -0.05
H -1.9048 1.3975 -5.6295 0.14 0.06 -0.16
H -2.4765 -0.2683 -5.5813 -0.04 0.06 -0.18
H -1.0620 1.5685 -3.2582 0.14 -0.74 -0.14
H -2.0842 0.3048 -3.2301 0.24 0.06 0.20
C 0.3958 1.9110 2.7662 0.31 -0.81 -0.19
O 0.3039 1.3368 1.4717 -0.82 1.23 0.46
C 1.1934 0.3086 1.2014 0.47 -0.11 0.23
C 0.7336 -0.2872 -0.0855 -0.05 -1.27 -0.44
C 1.3483 -1.6554 -0.3111 0.34 -0.54 0.04
N 1.1100 0.5813 -1.1714 -0.57 1.32 -1.24
H -0.1900 2.8238 2.7905 -0.02 0.09 -0.12
H 1.4492 2.1101 3.0127 -0.16 0.11 0.10
H -0.0296 1.2015 3.4887 0.14 0.20 0.11
H 2.2018 0.7277 1.0628 0.16 -0.21 0.12
H 1.2258 -0.4487 1.9958 -0.11 0.06 0.11
H -0.3481 -0.4756 0.0006 -0.04 0.40 0.02
H 1.1001 -2.3498 0.4989 -0.07 0.10 -0.04
H 2.4385 -1.6038 -0.3754 -0.01 0.11 0.06
H 1.0066 -2.1189 -1.2400 -0.12 0.15 -0.02
H 0.8789 1.5516 -0.9399 0.27 -0.50 0.49
H 0.4748 0.4950 -1.9883 0.33 -0.73 0.62

Record 2
67
Properties=species:S:1:pos:R:3:forces:R:3 method="wB97M-V/def2-TZVPD" largest_force_ha_per_bohr=0.06455 homo_ev=-8.871 total_energy_ha=-2041.945725 de_lowest_ev=1.105 smiles="CB(O)[C@@]1(CCSc2nnco2)OC(=O)O[C@H]1CON=O.COC[C@@H](C)N.COC[C@@H](C)N"
C -3.3806 4.6116 -2.7350 0.47 0.44 0.18
B -4.0676 5.0246 -1.3484 -0.96 0.16 -1.06
O -5.1742 5.8930 -1.4059 1.85 -0.38 0.53
C -3.5651 4.5293 0.1275 -0.47 1.51 1.21
C -2.0014 4.3405 0.2782 0.28 -1.17 -1.26
C -1.5003 2.8483 0.4294 0.44 -0.01 1.18
S -0.8751 2.2825 -1.2113 0.67 -0.64 0.02
C 0.2729 0.9234 -0.9759 1.57 -0.04 0.85
N 1.6043 0.9900 -0.7550 -3.27 -0.09 -0.56
N 2.0355 -0.2909 -0.6856 -1.32 -2.12 -0.22
C 0.9954 -1.1188 -0.8594 1.60 2.32 0.25
O -0.1539 -0.3914 -1.0387 0.97 0.02 0.09
O -3.7876 5.7653 0.9136 0.24 -0.42 1.62
C -3.9299 5.3344 2.2494 -0.73 -0.48 -1.83
O -3.3878 5.7936 3.1892 -0.36 0.26 0.16
O -4.7861 4.2384 2.2264 2.42 0.71 -0.36
C -4.5515 3.6163 0.9305 -2.47 -0.92 0.28
C -6.0387 3.4350 0.3958 0.06 -0.60 -0.12
O -6.8471 4.6186 0.6377 1.69 -0.31 0.50
N -8.1651 4.2616 0.8889 -0.73 -0.08 -1.76
O -8.6282 3.7642 -0.0780 -0.35 -0.12 1.13
H -2.5879 5.3878 -2.9575 -0.57 -0.77 0.16
H -4.1007 4.6643 -3.5935 0.61 -0.24 0.82
H -2.8603 3.6249 -2.6738 -0.42 0.74 -0.29
H -4.9859 6.6147 -2.0290 -0.49 -0.53 -0.10
H -1.5459 4.9645 1.0890 -0.89 -0.60 -0.53
H -1.5430 4.7295 -0.6783 -0.39 -0.24 0.99
H -2.2698 2.1250 0.7861 0.45 0.73 -0.33
H -0.6971 2.8559 1.2177 -0.54 -0.21 -1.06
H 1.0779 -2.2247 -0.8715 -0.62 1.01 -0.02
H -4.2753 2.5614 1.1726 0.46 0.89 -0.56
H -6.5005 2.6223 1.0214 0.58 0.62 -0.54
H -6.0938 3.0868 -0.6660 0.18 0.48 0.68
C 1.2207 -6.0553 0.1090 0.24 0.25 0.14
O 0.4053 -4.9374 -0.2031 -0.16 -0.19 -0.19
C -0.9610 -5.2493 -0.4407 -0.21 0.29 -0.07
C -1.8125 -5.3938 0.8341 0.39 -0.11 0.17
C -1.5929 -6.7149 1.5652 -0.18 -0.19 0.05
N -1.5790 -4.2882 1.7707 0.04 0.14 -0.29
H 0.9067 -6.9551 -0.4265 -0.08 0.01 0.04
H 1.2221 -6.2360 1.1858 -0.02 -0.20 -0.03
H 2.2441 -5.8169 -0.1845 -0.07 0.05 -0.06
H -1.3562 -4.4041 -1.0136 0.08 0.02 0.05
H -1.0497 -6.1308 -1.0868 0.06 -0.10 0.09
H -2.8632 -5.3651 0.5279 0.06 0.08 -0.08
H -0.6527 -6.7368 2.1172 0.00 0.07 -0.06
H -2.3911 -6.8813 2.2916 0.06 0.08 -0.04
H -1.5994 -7.5557 0.8670 0.02 0.03 0.02
H -1.8194 -3.4130 1.3103 -0.11 -0.03 0.11
H -0.5725 -4.2174 1.9118 -0.09 -0.07 0.11
C 7.2209 -1.8517 1.5050 -0.32 -0.13 0.09
O 6.2300 -0.8685 1.2662 0.35 0.14 -0.04
C 6.6107 0.1442 0.3454 -0.27 0.25 -0.07
C 6.4447 -0.2452 -1.1355 0.03 -0.48 0.15
C 7.5391 -1.1799 -1.6435 0.20 0.08 -0.18
N 5.1379 -0.8597 -1.3909 0.10 0.28 0.15
H 8.2311 -1.4334 1.4747 0.00 0.01 -0.09
H 7.1278 -2.6688 0.7861 0.22 -0.02 -0.02
H 7.0484 -2.2678 2.4991 -0.03 0.09 -0.01
H 5.9415 0.9861 0.5475 -0.04 -0.10 0.03
H 7.6277 0.4975 0.5575 0.09 -0.13 -0.02
H 6.5087 0.6763 -1.7235 -0.05 0.04 0.11
H 7.4089 -2.2052 -1.2953 -0.06 0.06 0.06
H 7.5311 -1.2120 -2.7353 -0.07 0.00 0.08
H 8.5279 -0.8349 -1.3293 -0.02 -0.03 0.01
H 4.4089 -0.1963 -1.1400 -0.08 -0.12 -0.13
H 5.0199 -1.6115 -0.7140 0.00 0.02 -0.11